Here is the molecule C4H8O at a distorted geometry from the Open Molecules 2025 dataset. Energies are from the ωB97M-V functional and the def2-TZVPD basis.

Charge: 0
Relative energy (zero: lowest compared OMol25 entry of this formula, charge and spin), kJ/mol: 603.47
Orbital gap, eV: 6.859

Element x y z (Å)
1 C 0.3313 -1.8857 -0.5655
2 C 0.8059 -0.4573 -0.5023
3 C -0.1316 0.4948 0.0727
4 O -0.8695 1.2862 -0.7172
5 C 0.0315 0.8538 1.5363
6 H 0.9585 -2.6479 -1.0297
7 H 0.5560 -1.8411 0.5402
8 H -0.6591 -2.0916 -0.9728
9 H 1.2684 -0.0219 -1.4055
10 H -1.1747 0.0058 -0.1854
11 H 0.9218 1.4876 1.6492
12 H 0.1668 -0.0490 2.1394
13 H -0.8034 1.4273 1.9334